(1)
C34H39ClCoIN6O3P | ωB97M-V/def2-TZVPD

Geometry as XYZ:
```
86
Properties=species:S:1:pos:R:3:forces:R:3
N -0.849693 2.438522 1.662483 0.6 -0.6 0.5
C 1.092699 5.156522 -2.273574 0.1 0.1 0.0
H 1.626020 -2.159771 -2.181649 0.0 0.0 0.0
H -1.520037 3.882856 0.378910 0.0 0.0 0.0
H 2.667273 1.041560 2.793447 0.0 -0.1 0.0
H 6.551182 -0.006420 0.077522 0.0 0.0 0.0
H 2.447651 -3.717647 -2.057121 0.0 0.0 0.0
H 1.829089 4.837023 -1.551474 0.0 0.0 0.0
P -0.497951 -2.280297 -0.220196 -0.2 -0.3 -0.2
N 2.502124 1.196849 0.659121 0.1 -0.2 0.2
C -1.083893 4.835834 -3.276298 -0.1 0.0 0.0
H 0.516931 7.471939 -4.682664 0.0 0.0 0.0
C 0.152514 0.420956 4.476737 -0.1 0.0 0.2
H 0.788274 -3.632791 -2.661925 0.0 0.0 0.0
I 1.475144 -1.124373 4.928681 0.0 0.0 0.0
C -2.397286 -1.484415 -2.042571 0.0 0.0 0.0
H -3.918527 -0.722797 -3.350277 0.0 0.0 0.0
H 0.271648 0.080814 -3.500699 0.1 -0.1 0.0
C 0.338918 6.633115 -4.022627 0.0 0.0 0.0
H -2.267410 -0.534211 -1.534012 0.0 0.0 0.0
N 4.527043 0.450728 0.207979 0.1 0.0 0.0
C 4.395072 0.437879 1.579152 0.1 0.0 -0.1
H 5.508252 -1.019297 -0.932343 0.0 0.0 0.0
C -2.322460 4.179129 2.357412 0.0 0.0 -0.1
H -2.837868 -4.828608 -3.902446 0.0 0.0 0.0
C -0.092322 4.453149 -2.381077 0.0 -0.2 0.2
H -2.008656 4.279977 -3.326407 0.0 0.0 0.0
H -4.194335 -2.865536 -4.564003 0.0 0.0 0.0
N -1.359088 2.654000 -1.606776 0.1 -0.1 -0.1
C -1.544462 -2.960355 1.187945 0.0 0.1 0.0
C -1.629073 -2.584249 -1.647171 0.0 0.0 0.0
H 2.231205 6.804447 -3.028478 0.0 0.0 0.0
N -0.256785 3.293912 -1.534147 0.1 0.2 -0.3
C -3.321951 -1.584921 -3.077329 0.0 0.0 0.0
H -2.868708 4.250882 4.419025 0.0 0.0 0.0
H 5.843670 0.657433 -1.402287 0.0 0.0 0.0
H -2.924655 -4.239003 0.080687 0.0 0.0 0.0
H -1.308465 -3.141527 3.325944 0.0 0.0 0.0
C -0.495593 1.082562 5.539606 0.1 -0.1 -0.1
H -1.251570 -4.667520 -2.050690 0.0 0.0 0.0
C 2.088884 -2.792518 0.434041 0.0 0.0 0.0
H -2.903958 5.042632 2.065612 0.0 0.0 0.0
H 5.188127 0.107521 2.227686 0.0 0.0 0.0
C 1.483776 -3.211867 -1.935944 0.0 0.0 0.0
H -2.837448 -4.553952 1.815900 0.0 0.0 0.0
H 2.148300 -1.704870 0.329513 0.0 0.0 0.0
H -0.319114 0.759746 6.556637 0.0 0.0 0.0
C -1.812065 -3.787417 -2.335767 0.0 0.0 0.0
C 3.364750 0.913585 -0.292432 0.0 0.1 0.0
H 0.005387 -3.894338 2.421969 0.0 0.0 0.0
C -1.522314 2.618361 3.990203 -0.1 0.1 0.1
H -3.204898 -2.127749 2.295800 0.0 0.0 0.0
H -3.282588 -1.783871 0.560908 0.0 0.0 0.0
C -2.607330 -1.873535 1.414760 0.0 0.0 0.0
C 3.144792 0.903046 1.839552 -0.1 0.1 0.0
H 0.152695 -5.397214 -0.807123 0.0 0.0 0.0
C -1.554616 3.508454 1.390841 0.1 0.1 -0.1
H 3.066280 -3.222053 0.185022 0.0 0.0 0.0
C 0.632915 0.345056 -1.415856 -0.1 0.0 0.4
C 5.671401 -0.008531 -0.559884 -0.1 0.0 0.0
C -2.718270 -3.885702 -3.382657 0.0 0.0 0.0
O 0.737651 2.953404 -0.755774 -0.2 0.0 -0.2
C 1.303286 6.251886 -3.103817 0.0 0.0 0.0
H -0.078057 -2.131458 2.555054 0.0 0.0 0.0
H -2.140231 -0.900001 1.585766 0.0 0.0 0.0
C -0.671596 -3.038407 2.441585 0.0 0.0 0.0
C 0.892926 -4.889308 -0.189549 0.1 0.0 0.0
O -1.427921 1.625590 -0.858252 -0.2 -0.2 0.2
C -2.244637 -4.293463 0.931918 0.0 0.0 0.1
C -2.304361 3.742340 3.649085 0.0 0.0 0.1
Co 0.279499 1.195045 0.265875 -0.4 1.5 -0.2
H -1.623924 6.230707 -4.798551 0.0 0.0 0.0
C -1.342776 2.123169 5.306435 -0.1 0.1 0.0
H -1.540339 -5.106764 0.759146 0.0 0.0 0.0
C -3.479483 -2.784330 -3.754653 0.0 0.0 0.0
C -0.858659 5.929066 -4.094972 0.0 0.0 0.0
H 1.862092 -5.360293 -0.389896 0.0 0.0 0.0
C -0.844497 1.969254 2.943475 0.0 0.1 -0.1
H 1.885087 -2.996848 1.485742 0.0 0.0 0.0
C 1.007249 -3.393807 -0.490505 0.0 0.1 0.2
H 0.651123 -5.077002 0.855141 0.0 0.0 0.0
O 0.393263 0.173888 2.114369 0.1 -0.7 -0.2
H 3.194813 1.032804 -1.351706 0.0 0.0 0.0
N 0.589169 0.152404 -2.557173 0.1 0.1 0.0
C -0.061353 0.772209 3.144496 0.0 0.1 -0.2
Cl -2.176948 2.878781 6.641568 0.0 0.0 -0.1
```
Positions in Å, forces in eV/Å.

Output
E_LUMO (spin up / spin down)	0.2 / 0.3	eV
2S+1	2
ΔE to the lowest compared entry with this formula, charge and spin	10.6	kcal/mol
frontier orbital gap (spin up / spin down)	7.2 / 7.2	eV
net charge	0
electronic energy	-4355.15960	a.u.

(2)
C34H39ClN4NiO2P2 | ωB97M-V/def2-TZVPD

Geometry as XYZ:
```
83
Properties=species:S:1:pos:R:3:forces:R:3
P 0.436372 1.251966 -1.633619 1.9 -1.7 -1.1
C 3.461026 -4.633964 -0.503066 -0.9 0.9 -0.3
H 4.023527 0.326022 -5.940879 0.2 -0.1 0.1
H 5.332996 -2.067441 -1.813501 0.1 0.4 -0.1
C 0.653031 3.743025 -3.005558 -0.8 0.4 0.1
C 6.704674 0.736805 -3.918292 1.3 0.5 -0.3
C 1.218380 -1.097640 -3.018787 0.1 1.3 -0.2
C 2.156243 -4.244894 -2.331487 0.7 -0.5 0.7
H -3.176510 -3.937465 -3.753013 0.1 0.1 0.1
C -2.817165 3.098618 4.425429 0.6 -0.5 -1.5
H 0.080718 5.754053 -3.731928 0.1 -0.2 0.1
H 7.196509 1.577383 -3.398386 -0.5 -0.3 -0.3
H 0.382290 -2.165799 0.787308 0.2 -0.1 -0.2
C -1.327593 -2.910470 -3.143395 -0.7 -0.5 0.2
O -1.935612 0.954709 0.025338 0.3 0.4 0.2
C 4.292729 1.646876 -0.518773 -0.4 0.1 0.0
H 5.395202 2.470494 -2.332763 -0.2 -0.2 0.4
H -0.898558 -2.456202 -4.027015 -0.2 -0.1 0.2
H -3.721737 1.667844 1.471692 0.2 0.1 0.1
H 2.307052 1.358079 0.450831 0.1 -0.2 0.2
C 3.359489 1.588711 -2.623421 0.3 1.4 -0.1
C -3.079490 2.118872 2.224208 -0.1 0.2 0.5
H 4.952941 1.806814 0.325493 0.0 -0.2 -0.2
C 5.075300 0.040686 -5.773194 -0.4 -0.5 -0.3
C 0.539472 -1.352860 0.066586 0.1 0.3 0.8
H 7.669807 -1.213659 -1.947905 -0.2 -0.1 -0.1
H 2.662780 -2.842825 0.601535 0.1 -0.1 -0.1
C 5.654631 1.014904 -4.782713 0.4 0.5 -0.5
H 1.056440 -1.720115 -3.909273 0.1 -0.2 0.4
H 4.344790 -2.006454 -5.734915 0.0 0.1 -0.2
C -3.643130 2.530157 3.437970 0.7 0.2 0.1
O 0.013815 2.083271 0.226302 -1.8 0.9 2.5
H 0.158008 3.014691 2.737484 -0.3 -0.1 0.0
H -3.336666 -4.615643 -1.128481 0.1 0.1 -0.1
C 0.529070 0.278076 -3.211298 0.2 0.3 -1.5
H -4.705645 2.417025 3.628652 0.1 0.0 0.0
H 2.303285 -0.924530 -2.954016 -0.2 0.0 0.2
H 6.045334 -1.886969 -5.420738 -0.1 -0.1 0.0
H -2.110439 2.616546 -1.648779 0.1 0.1 0.0
C -1.373827 3.231008 -2.149044 0.7 0.5 -0.1
C -2.561462 -4.025204 -1.596966 1.0 0.5 0.5
C 7.186785 -1.514249 -2.887217 0.5 0.1 -0.1
C 7.599929 -0.495873 -3.971032 0.1 -0.3 -0.1
C -0.903190 2.867709 2.937985 -0.2 0.0 0.3
C -1.463895 -3.483748 -0.950280 -0.7 -0.2 -0.8
C -1.709715 2.270416 1.965158 -0.1 0.2 0.3
H 5.420870 2.076958 -4.981389 -0.1 -0.6 0.4
H 7.580902 -2.517227 -3.115747 -0.1 0.1 -0.1
C 4.751027 -1.446801 -3.748033 -0.5 -1.7 -0.5
H -1.149683 -3.520006 0.082457 -0.2 0.0 -0.2
H 1.623700 -4.238171 -3.274261 0.1 -0.1 0.2
C 4.631418 1.802552 -1.924464 -2.0 1.8 0.9
H 3.754015 -1.876229 -3.573288 0.6 0.1 0.2
H 4.167389 -5.082008 0.175514 0.0 0.1 0.0
H 7.567998 -0.956078 -4.962180 0.0 0.2 0.2
C -1.461315 4.507804 -2.667934 0.4 -0.8 0.1
C -1.445295 3.270486 4.169559 -0.3 -0.1 -0.1
H 3.100621 2.044162 -3.591855 0.1 -0.5 0.6
Ni 4.999313 0.262753 -2.958763 -1.0 0.1 0.5
H 5.529605 0.084419 -6.783639 0.1 0.0 0.4
H 1.104649 0.873264 -3.941223 -0.2 -0.6 -0.3
C 2.946525 1.394713 -0.415297 0.6 0.5 -0.5
C 5.689485 -1.525719 -2.701428 0.2 -1.4 0.4
P 0.769155 -2.011959 -1.553378 -0.9 -1.2 -0.2
N -0.059642 2.752599 -2.321445 -0.8 1.1 -0.5
H -0.819099 3.722994 4.941218 -0.2 -0.1 -0.3
C -1.188308 1.735964 0.648051 1.4 -0.2 -1.0
C -2.475508 -3.664201 -2.976399 0.9 0.5 0.0
H 1.424437 -0.784441 0.361766 -0.1 0.0 0.0
H 1.689446 3.584564 -3.265083 -0.2 0.1 0.1
N 2.339212 1.404099 -1.664482 -0.9 -0.1 0.8
C 5.091858 -1.407790 -5.208836 -0.1 0.3 -1.0
C -0.182422 4.835649 -3.225002 0.4 -1.2 0.4
H -0.338973 -0.692689 0.094627 0.2 -0.1 -0.3
N -0.703106 -2.781242 -1.899321 -0.1 -0.1 0.1
C 3.103446 -5.112115 -1.811533 -0.7 1.0 0.0
C 2.717678 -3.491112 -0.261420 0.3 -0.9 -0.2
H 8.649515 -0.194598 -3.842233 -0.3 0.0 0.1
H -2.343314 5.136623 -2.640544 0.2 -0.2 -0.1
N 1.899289 -3.258845 -1.369594 0.3 0.0 -0.2
H -0.502638 0.152187 -3.585824 0.3 0.1 0.1
H 3.492910 -5.992941 -2.293500 0.0 0.0 -0.1
Cl -3.492593 3.594057 5.920546 -0.1 0.1 0.4
```
Positions in Å, forces in eV/Å.

Output
E_LUMO (spin up / spin down)	0.2 / -0.1	eV
2S+1	3
frontier orbital gap (spin up / spin down)	5.4 / 6.9	eV
net charge	0
electronic energy	-4339.51041	a.u.

Question: Among the records above, which one has the highest 2S+1?
Answer: C34H39ClN4NiO2P2

Question: The highest 2S+1 belongs to which entry?
Answer: C34H39ClN4NiO2P2

Question: Which formula does entry 2 have?
Answer: C34H39ClN4NiO2P2